P | Below is one molecule with the formula C4H4N2O2, with properties calculated with wB97M-V/def2-TZVPD.

## Properties
Kohn-Sham gap: 7.7 eV
SMILES string: N/C=C1\OC=NC1=O
E_HOMO: -8.77 eV
Lowest unoccupied orbital energy: -0.0380 Eh

```
! wB97M-V def2-TZVPD RIJCOSX def2/J DEFGRID3
* xyz 0 1
C 1.16 0.56 -0.22
C -0.05 0.04 -0.10
C -2.08 -1.07 -0.09
C -1.27 0.91 -0.10
H 3.18 0.12 0.37
H 2.13 -1.13 0.68
H 1.45 1.57 -0.41
H -2.82 -1.86 0.32
N 2.24 -0.28 -0.23
N -2.30 0.23 -0.30
O -0.64 -1.23 -0.02
O -1.01 2.14 0.10
*
```



Q | Below is a 2-piece molecular cluster, C4H4N2O2 overall, with properties calculated with wB97M-V/def2-TZVPD.

## Properties
Kohn-Sham gap: 7.3 eV
E_HOMO: -8.37 eV
Lowest unoccupied orbital energy: -0.0398 Eh

```
! wB97M-V def2-TZVPD RIJCOSX def2/J DEFGRID3
* xyz 0 1
C -0.34 1.43 -1.33
C -0.41 0.64 -0.05
C 0.70 -0.99 0.83
C -1.39 -0.49 0.32
H 1.36 2.15 -0.26
H -1.13 1.81 -1.98
H 1.03 -2.79 1.42
H -2.43 -0.81 -0.02
N 1.67 -1.98 1.04
N -0.63 -1.37 1.05
O 0.75 2.12 -1.52
O 0.82 0.28 0.50
*
```



Which structure is the most stable? The one labeled P.



P | Below is one molecule with the formula C4H4O, with properties calculated with wB97M-V/def2-TZVPD.

## Properties
Kohn-Sham gap: 10.6 eV
SMILES string: C#CCC=O
E_HOMO: -9.73 eV
Lowest unoccupied orbital energy: 0.0332 Eh

```
! wB97M-V def2-TZVPD RIJCOSX def2/J DEFGRID3
* xyz 0 1
C -1.95 0.82 -0.11
C -1.00 0.09 -0.15
C 1.50 0.15 0.22
C 0.12 -0.80 -0.20
O 2.66 0.34 -0.11
H -2.78 1.45 -0.09
H 1.10 0.77 1.05
H 0.09 -1.56 0.57
H 0.25 -1.25 -1.19
*
```



Q | Below is one molecule with the formula C4H4O, with properties calculated with wB97M-V/def2-TZVPD.

## Properties
Kohn-Sham gap: 8.5 eV
SMILES string: CC=C=C=O
E_HOMO: -8.82 eV
Lowest unoccupied orbital energy: -0.0129 Eh

```
! wB97M-V def2-TZVPD RIJCOSX def2/J DEFGRID3
* xyz 0 1
C -1.43 0.07 0.04
C -0.04 -0.46 0.21
C 1.05 0.19 -0.16
C 2.32 0.37 -0.28
O 3.44 0.68 -0.45
H -1.41 1.14 -0.20
H -2.03 -0.09 0.95
H -1.94 -0.46 -0.78
H 0.05 -1.44 0.68
*
```



Which structure is the most stable? The one labeled Q.



P | Below is one molecule with the formula C4H4O, with properties calculated with wB97M-V/def2-TZVPD.

## Properties
Kohn-Sham gap: 10.6 eV
SMILES string: C#CCC=O
E_HOMO: -9.71 eV
Lowest unoccupied orbital energy: 0.0335 Eh

```
! wB97M-V def2-TZVPD RIJCOSX def2/J DEFGRID3
* xyz 0 1
O -1.47 1.00 0.74
C -0.87 0.55 -0.20
C -0.41 -0.94 -0.30
C 0.89 -0.52 0.23
C 1.55 0.43 0.58
H -0.47 1.16 -1.03
H -0.33 -1.37 -1.31
H -1.00 -1.58 0.35
H 2.11 1.26 0.94
*
```



Q | Below is one molecule with the formula C4H4O, with properties calculated with wB97M-V/def2-TZVPD.

## Properties
Kohn-Sham gap: 10.8 eV
SMILES string: C#CCC=O
E_HOMO: -9.89 eV
Lowest unoccupied orbital energy: 0.0319 Eh

```
! wB97M-V def2-TZVPD RIJCOSX def2/J DEFGRID3
* xyz 0 1
O -1.85 0.81 0.50
C -0.98 0.51 -0.28
C -0.30 -0.87 -0.31
C 1.05 -0.49 0.11
C 1.70 0.37 0.64
H -0.54 1.26 -0.97
H -0.37 -1.33 -1.29
H -0.76 -1.50 0.46
H 2.06 1.23 1.15
*
```



Which structure is the most stable? The one labeled Q.



P | Below is an isolated ion of composition C3H4NO and charge +1, with properties calculated with wB97M-V/def2-TZVPD.

## Properties
Kohn-Sham gap: 9.4 eV
E_HOMO: -17.13 eV
Lowest unoccupied orbital energy: -0.2827 Eh

```
! wB97M-V def2-TZVPD RIJCOSX def2/J DEFGRID3
* xyz 1 1
C -0.17 0.44 0.11
C 1.10 1.01 -0.07
C -1.37 -0.81 0.04
N -1.28 1.28 0.02
O -2.18 0.43 -0.06
H 1.24 2.17 0.02
H 2.00 0.57 -0.13
H -1.33 -1.31 -0.98
H -1.45 -1.53 0.92
*
```



Q | Below is an isolated ion of composition C3H4NO and charge +1, with properties calculated with wB97M-V/def2-TZVPD.

## Properties
Kohn-Sham gap: 10.1 eV
E_HOMO: -17.79 eV
Lowest unoccupied orbital energy: -0.2816 Eh

```
! wB97M-V def2-TZVPD RIJCOSX def2/J DEFGRID3
* xyz 1 1
C -1.59 -0.50 0.02
C 0.60 0.55 -0.12
C 0.57 -0.82 0.23
N -2.10 0.52 0.05
O -0.59 -1.43 0.16
H -0.37 1.01 0.01
H 1.45 1.13 0.34
H 0.64 1.02 -1.22
H 1.40 -1.48 0.53
*
```



R | Below is C3H4NO as an isolated structure, with properties calculated with wB97M-V/def2-TZVPD.

## Properties
Kohn-Sham gap: 7.9 eV
E_HOMO: -14.62 eV
Lowest unoccupied orbital energy: -0.2479 Eh

```
! wB97M-V def2-TZVPD RIJCOSX def2/J DEFGRID3
* xyz 1 1
C -0.92 1.26 1.11
C 0.46 0.00 -0.10
C -0.85 -0.44 -0.23
N 0.43 1.07 0.79
O -1.64 0.51 0.44
H 0.95 2.02 1.53
H 1.43 -0.37 -0.29
H -1.14 -0.93 -1.20
H -0.82 -1.35 0.45
*
```



Which structure is the most stable? The one labeled Q.



P | Below is an isolated ion of composition C7H10NO and charge +1, with properties calculated with wB97M-V/def2-TZVPD.

## Properties
Kohn-Sham gap: 9.7 eV
SMILES string: CC1([n+]2ccco2)CC1
E_HOMO: -14.29 eV
Lowest unoccupied orbital energy: -0.1688 Eh

```
! wB97M-V def2-TZVPD RIJCOSX def2/J DEFGRID3
* xyz 1 1
C 1.95 -1.16 -1.70
C 0.86 -1.31 -0.87
C 2.11 0.21 -1.71
C -1.35 1.54 0.43
C -0.39 1.30 1.49
C -0.65 0.19 0.54
C -1.37 -1.06 0.92
N 0.40 -0.05 -0.45
O 1.25 0.84 -0.92
H 2.35 -1.92 -2.28
H 0.30 -2.17 -0.74
H 2.95 0.89 -2.02
H -2.39 1.57 0.76
H -1.17 2.37 -0.30
H 0.66 1.65 1.43
H -0.71 1.45 2.53
H -0.81 -1.99 1.36
H -1.76 -1.60 -0.01
H -2.23 -0.77 1.55
*
```



Q | Below is an isolated ion of composition C7H10NO and charge +1, with properties calculated with wB97M-V/def2-TZVPD.

## Properties
Kohn-Sham gap: 8.8 eV
SMILES string: [NH3+][C@H]1[C@@H]2C=CC=C[C@]12O
E_HOMO: -12.23 eV
Lowest unoccupied orbital energy: -0.1244 Eh

```
! wB97M-V def2-TZVPD RIJCOSX def2/J DEFGRID3
* xyz 1 1
C 2.19 0.58 0.01
C 1.99 -0.70 -0.57
C 1.32 1.23 0.76
C 0.86 -1.44 -0.33
C -0.08 0.66 0.72
C -0.83 0.62 -0.56
C -0.24 -0.77 0.18
N -2.28 0.58 -0.37
O -1.39 -1.46 0.74
H 3.15 0.88 -0.18
H 2.88 -1.08 -1.06
H 1.57 2.17 1.38
H 0.77 -2.45 -0.55
H -0.56 0.95 1.66
H -0.25 0.91 -1.48
H -2.40 -0.16 0.35
H -2.63 0.34 -1.30
H -2.69 1.55 -0.01
H -1.37 -2.41 0.61
*
```



Which structure is the most stable? The one labeled Q.



P | Below is one molecule with the formula C3H4ClF, with properties calculated with wB97M-V/def2-TZVPD.

## Properties
Kohn-Sham gap: 10.3 eV
SMILES string: C/C(F)=C/Cl
E_HOMO: -9.33 eV
Lowest unoccupied orbital energy: 0.0348 Eh

```
! wB97M-V def2-TZVPD RIJCOSX def2/J DEFGRID3
* xyz 0 1
C -0.44 -0.45 1.19
C 0.42 -0.01 0.26
C 0.06 0.48 -1.13
F 1.75 0.00 0.42
Cl 0.09 -1.33 2.57
H -1.51 -0.59 1.00
H 0.61 1.43 -1.52
H -0.01 -0.27 -1.86
H -0.98 0.74 -0.93
*
```



Q | Below is one molecule with the formula C3H4ClF, with properties calculated with wB97M-V/def2-TZVPD.

## Properties
Kohn-Sham gap: 10.5 eV
SMILES string: C/C=C(\F)Cl
E_HOMO: -9.71 eV
Lowest unoccupied orbital energy: 0.0280 Eh

```
! wB97M-V def2-TZVPD RIJCOSX def2/J DEFGRID3
* xyz 0 1
C -1.08 0.19 -0.74
C 0.51 -0.16 -0.49
C 0.99 -0.22 0.85
H -1.75 0.10 0.14
H -1.27 1.22 -1.18
H -1.70 -0.60 -1.36
H 1.41 0.25 -0.84
F 0.28 -0.50 2.01
Cl 2.60 -0.27 1.60
*
```



R | Below is one molecule with the formula C3H4ClF, with properties calculated with wB97M-V/def2-TZVPD.

## Properties
Kohn-Sham gap: 10.6 eV
SMILES string: C=C[C@H](F)Cl
E_HOMO: -10.21 eV
Lowest unoccupied orbital energy: 0.0149 Eh

```
! wB97M-V def2-TZVPD RIJCOSX def2/J DEFGRID3
* xyz 0 1
C 0.22 -0.83 0.54
C -0.08 -0.02 -0.68
C 0.12 1.37 -0.38
H 1.07 -0.70 1.33
H -0.87 -0.39 -1.32
H -0.57 1.89 -1.20
H 0.56 2.10 0.28
F 0.60 -2.01 -0.13
Cl -1.04 -1.41 1.55
*
```



Which structure is the most stable? The one labeled P.